Entry from OMol25: a structure of composition C22H44AlF12N2O32S11 at a distorted geometry (ωB97M-V/def2-TZVPD).

As for the total energy: -9201.6545 Ha. The calculation puts the frontier orbital gap at 1.35 eV. The multiplicity is 1. The total charge is +1. The calculation puts the relative energy (zero: lowest compared OMol25 entry of this formula, charge and spin) at 228.51 kcal/mol.

The geometry in XYZ format:
```
124
Properties=species:S:1:pos:R:3:forces:R:3
S 38.159 17.035 10.935 -0.42 -1.18 1.17
S 34.865 16.767 22.386 2.23 0.94 1.79
S 30.394 18.610 15.228 0.51 -0.24 -5.01
S 23.748 25.687 17.847 -4.14 -1.16 -1.77
S 25.700 25.027 19.396 2.41 1.36 3.53
S 20.687 19.690 15.444 0.14 -2.88 -1.47
S 26.791 19.639 26.565 -0.64 -3.25 -0.23
S 33.611 24.931 14.533 0.09 0.23 -0.53
S 40.887 19.497 19.485 -0.48 1.83 0.59
S 29.375 18.582 17.643 1.32 0.82 4.25
S 21.843 11.741 17.138 -2.02 -1.10 1.19
Al 27.081 22.776 14.135 0.05 -0.04 0.03
F 22.502 28.055 18.216 2.61 -0.76 -1.26
F 27.815 25.494 21.010 -0.01 -1.30 0.12
F 27.164 17.168 18.554 1.29 0.66 -0.77
F 26.815 18.967 17.477 -1.15 1.82 -0.11
F 27.438 17.234 16.392 0.31 0.11 0.47
F 24.156 28.070 16.612 -1.17 -0.64 1.91
F 24.660 27.905 18.741 -0.31 1.05 -0.19
F 33.051 19.073 15.116 -0.01 -0.16 -0.42
F 28.465 25.070 18.935 -0.74 -0.45 0.65
F 27.583 26.938 19.516 -0.44 -0.09 -0.54
F 32.097 19.462 16.987 0.29 -0.54 0.14
F 32.432 17.365 16.312 0.33 0.81 0.03
O 25.720 23.634 19.674 -0.22 -1.40 -0.02
O 36.213 17.117 22.973 -4.91 -1.03 -1.09
O 41.107 18.126 19.830 0.45 0.82 -0.59
O 20.434 11.928 17.973 -0.01 -0.78 -0.59
O 34.024 15.721 23.407 2.57 -0.50 -1.40
O 22.864 25.183 18.933 2.98 1.27 -1.88
O 25.532 18.721 27.249 1.10 1.69 0.09
O 34.895 16.379 21.014 -0.58 -0.24 0.67
O 21.917 20.256 14.878 -2.37 0.19 1.22
O 19.407 20.754 15.430 6.87 0.20 -2.46
O 30.496 19.509 14.044 0.18 -1.15 1.53
O 23.302 25.328 16.516 1.03 0.22 0.82
O 41.307 20.539 20.465 -1.55 -2.67 -3.36
O 21.864 10.406 16.558 0.49 2.57 1.71
O 22.008 12.885 16.295 0.51 -0.40 0.61
O 29.873 17.265 14.944 0.93 2.08 0.70
O 20.784 18.858 16.646 -0.43 2.13 -0.96
O 32.144 24.777 14.575 2.70 0.72 -0.01
O 41.324 19.884 17.959 3.19 -0.43 1.27
O 25.007 25.875 20.374 0.71 -0.89 -1.54
O 39.237 17.933 10.597 -0.79 -0.54 -0.17
O 37.727 16.944 12.335 0.70 -0.01 -2.43
O 29.448 19.526 18.774 -0.68 -1.71 -2.50
O 33.691 17.924 22.526 1.31 -0.99 0.12
O 34.087 23.539 13.820 -1.49 1.02 1.51
O 28.014 18.889 26.954 -2.07 2.43 -0.76
O 26.544 21.059 26.747 0.80 -1.74 0.11
O 39.326 19.586 19.003 0.07 1.53 3.50
O 36.828 17.369 10.114 -0.57 0.03 0.73
O 22.651 11.900 18.588 1.59 -1.61 -2.93
O 30.112 17.327 17.760 -0.80 1.78 -0.73
O 34.326 26.038 13.857 -1.88 -2.10 1.51
N 25.479 25.292 17.865 -2.27 0.91 0.63
N 29.535 19.489 16.193 -1.33 -1.78 2.28
C 23.750 27.617 17.828 -0.31 -0.06 0.41
C 27.552 25.621 19.739 -0.02 1.85 -0.91
C 18.305 20.393 16.084 -1.52 -1.85 2.67
C 25.660 18.507 28.676 0.56 -1.00 1.52
C 26.246 19.177 24.806 0.98 1.10 2.28
C 36.857 18.050 8.854 0.89 -0.06 -0.42
C 20.646 12.892 19.010 -2.16 1.46 -1.99
C 37.434 17.163 7.763 0.30 1.02 -0.93
C 27.555 17.925 17.517 -0.48 -1.70 -0.25
C 35.354 23.443 13.235 2.01 -0.96 -0.57
C 24.364 17.896 29.198 -0.76 0.44 -1.64
C 32.735 16.135 23.775 -0.10 0.51 -0.08
C 32.170 18.614 15.956 -0.86 -0.64 0.42
C 32.920 17.636 23.691 -1.25 0.51 0.52
C 40.336 20.020 16.953 -1.74 -0.24 1.82
C 39.216 19.181 17.709 0.45 -0.17 -2.72
C 20.041 18.533 14.138 0.80 1.00 0.23
C 34.326 24.679 16.232 -0.02 -0.18 -1.25
C 36.553 23.350 14.248 -0.85 0.93 0.20
C 17.282 21.203 15.454 -1.20 1.65 -0.56
C 38.493 15.297 10.279 0.06 0.90 0.88
C 22.011 12.785 19.424 2.65 0.66 2.69
H 26.306 18.097 24.669 -0.13 0.28 0.15
H 19.039 18.139 14.310 0.13 0.29 0.24
H 35.871 18.386 8.532 -0.39 -0.53 0.74
H 23.703 18.661 28.791 -0.90 -0.32 0.16
H 37.317 17.731 6.840 -0.10 0.07 -0.22
H 20.103 19.123 13.223 -0.24 -0.11 -0.02
H 38.515 17.026 7.811 -0.06 -0.26 0.44
H 17.378 21.170 14.369 -0.33 -0.40 -0.04
H 37.396 18.980 9.035 0.45 -0.12 -0.42
H 25.252 19.622 24.855 0.03 -0.29 -0.64
H 26.537 17.884 28.850 0.02 -0.04 -0.11
H 39.566 15.202 10.115 -0.09 0.15 0.02
H 22.414 13.797 19.380 0.68 -0.09 -0.13
H 36.914 16.225 7.570 -0.05 0.01 0.48
H 31.963 15.672 23.161 0.11 0.30 -0.49
H 24.114 16.951 28.715 0.11 -0.02 -0.02
H 35.405 24.723 16.085 -0.18 0.30 0.07
H 36.905 24.344 14.526 0.13 0.16 -0.28
H 20.709 13.852 18.497 -1.44 0.27 -0.01
H 40.165 21.096 16.948 -0.69 -0.01 -0.32
H 24.115 17.812 30.256 0.91 0.21 0.06
H 20.754 17.711 14.062 0.00 0.10 0.24
H 38.183 14.625 11.079 0.01 0.12 -0.03
H 37.429 22.768 13.963 -0.35 -0.03 -0.52
H 33.439 17.944 24.598 0.10 0.28 -0.11
H 26.964 19.736 24.206 -0.32 -0.09 -0.27
H 32.528 15.805 24.793 0.32 0.13 0.09
H 35.430 24.205 12.459 0.45 0.21 0.30
H 16.258 21.028 15.785 0.15 0.07 0.00
H 17.633 22.205 15.702 -0.77 0.44 -0.03
H 22.185 12.471 20.453 -0.09 -0.49 -0.05
H 40.635 19.709 15.952 0.30 -0.54 0.46
H 37.937 15.063 9.371 0.04 0.44 0.17
H 34.091 23.645 16.486 -0.31 0.19 0.14
H 31.974 18.168 23.591 0.17 0.11 -0.01
H 18.157 19.316 16.002 -0.29 -0.15 0.36
H 25.774 19.393 29.300 0.33 0.60 -0.70
H 19.916 12.900 19.819 -0.20 -0.47 -0.51
H 36.200 22.953 15.199 -0.14 -0.46 -0.16
H 38.193 19.318 17.358 0.15 0.09 0.10
H 39.496 18.128 17.716 -0.13 -0.23 -0.77
H 34.000 25.403 16.979 -0.23 -0.03 -0.38
H 18.516 20.722 17.102 -0.87 -0.67 0.58
H 35.301 22.493 12.704 -0.02 -0.04 -0.01
```
Positions in Å, forces in eV/Å.

Entry from OMol25: a structure of composition C22H44BrCa2Cl7F2N3O8P at a distorted geometry (ωB97M-V/def2-TZVPD).

As for the total energy: -9321.4172 Ha. The calculation puts the frontier orbital gap at 0.66 eV. The multiplicity is 1. The total charge is +2.

The geometry in XYZ format:
```
90
Properties=species:S:1:pos:R:3:forces:R:3
Br 5.901 -6.810 -1.092 -0.45 -1.73 -0.46
Ca 10.916 -4.759 -2.212 3.92 0.56 -3.34
Ca -7.532 7.203 4.058 -2.86 0.16 2.27
Cl -5.942 4.781 0.864 -0.11 0.37 0.42
Cl 0.573 -3.464 4.357 0.02 0.00 0.08
Cl 2.253 -1.499 5.687 -0.01 -0.16 -0.07
Cl -8.407 6.125 1.607 -0.79 0.17 -0.25
Cl -5.800 7.144 2.585 4.80 2.67 -1.77
Cl -6.910 4.582 3.602 -0.18 -0.77 0.82
Cl 3.340 -3.120 3.538 0.05 -0.02 -0.02
P -1.468 1.214 2.691 -0.39 2.69 -8.46
F 4.343 -6.153 -0.584 0.08 -0.06 0.12
F 9.694 -1.203 1.671 0.20 0.20 -0.38
O 8.850 -2.763 0.077 -0.35 -1.00 -1.81
O -1.491 2.791 3.307 -0.28 -2.86 2.53
O 3.047 -2.017 -1.991 -0.67 -2.22 -0.04
O -2.824 1.576 1.827 0.10 -0.13 0.81
O -3.627 4.567 -4.177 -0.04 0.02 0.09
O -10.144 3.991 -2.234 0.08 0.00 -0.05
O -0.346 1.753 1.603 0.40 -0.07 1.07
O -1.367 -0.257 2.344 0.04 0.06 4.13
N 1.799 -4.097 -2.135 -0.17 -0.03 0.84
N -7.931 4.297 -2.358 -0.20 -0.18 -0.34
N 5.745 -2.831 -0.920 -0.31 -2.03 0.13
C -0.670 3.037 4.467 0.49 0.51 0.27
C 8.966 -4.927 -1.089 -1.18 -0.14 0.78
C 2.313 -3.021 -1.442 -0.66 0.19 2.94
C 2.046 -2.919 0.016 -1.11 -1.74 -0.59
C 0.639 0.309 -0.056 -0.18 -0.07 -0.14
C 5.089 -3.534 -2.047 0.84 1.48 -1.16
C -4.080 1.134 2.329 -0.26 0.12 0.05
C 0.688 -5.039 -0.132 1.45 1.73 -0.82
C -6.767 5.645 2.155 -0.98 -2.50 -1.53
C 6.697 -3.817 -0.280 0.50 0.83 -0.37
C 2.215 -3.077 4.899 -0.02 0.16 0.12
C 0.768 3.322 4.081 0.14 -0.22 -0.12
C -9.125 3.934 -2.905 -0.32 0.06 0.34
C 8.152 -3.575 -0.880 0.07 0.57 0.69
C -3.641 3.355 -4.921 0.26 0.24 -0.04
C 0.799 0.962 1.303 0.09 -0.10 -0.43
C 1.233 -3.918 0.710 0.67 0.11 -3.42
C -9.130 3.470 -4.338 -0.05 -0.02 -0.07
C -6.621 4.301 -2.979 -0.08 0.25 0.63
C 1.015 -5.097 -1.544 -0.58 0.49 2.77
C -4.608 2.088 3.386 0.00 -0.04 0.17
C 4.163 -2.497 -2.785 1.69 -0.23 -1.19
H -8.769 4.266 -4.992 0.10 -0.14 -0.04
H -0.730 2.189 5.154 -0.01 0.11 0.09
H -6.228 5.318 -2.942 0.26 -0.13 -0.22
H -8.007 4.595 -1.397 0.00 -0.01 -0.08
H 0.817 4.050 3.269 -0.07 0.01 0.10
H -3.976 2.069 4.277 -0.07 0.01 0.02
H 6.729 -3.560 0.810 0.34 -0.50 -0.92
H 2.523 -3.827 5.621 -0.05 0.08 -0.10
H 6.286 -2.038 -1.288 -0.36 -0.38 0.34
H 0.042 -5.810 0.350 0.70 0.68 -0.73
H -6.653 3.963 -4.010 -0.09 0.04 0.08
H 10.041 -4.745 -0.722 -3.18 -0.37 2.26
H -5.967 3.643 -2.401 0.23 0.02 -0.24
H -0.252 -0.324 -0.092 0.08 -0.02 0.16
H 1.330 3.701 4.936 -0.07 0.00 0.00
H -5.624 1.813 3.681 0.05 -0.04 -0.02
H 1.034 -3.812 1.807 0.19 -0.25 -1.25
H 8.518 -5.766 -0.480 0.74 0.86 -0.64
H 1.983 -4.205 -3.140 -0.01 0.30 0.60
H 3.861 -2.881 -3.809 -0.08 0.36 1.22
H -1.092 3.905 4.977 -0.14 -0.08 -0.10
H -2.800 5.017 -4.381 -0.16 0.02 0.07
H 8.094 -2.997 -1.854 -0.18 -0.92 0.68
H 6.388 -4.901 -0.462 0.34 2.63 0.62
H 8.977 -5.240 -2.208 -0.85 -0.06 1.38
H -3.590 3.574 -5.990 -0.04 -0.21 -0.04
H 4.594 -4.492 -1.765 0.22 1.15 0.03
H 5.915 -3.798 -2.792 -1.18 0.01 0.31
H 0.519 1.066 -0.834 0.10 0.01 0.07
H -4.613 3.113 3.014 0.07 -0.11 -0.06
H -3.996 0.119 2.728 -0.02 -0.03 -0.06
H 9.313 -2.042 -0.399 -0.11 0.04 1.36
H 0.612 -5.929 -2.181 0.71 1.18 0.53
H 1.264 2.414 3.733 0.04 0.05 0.02
H -4.568 2.824 -4.708 0.04 0.08 0.04
H 1.512 -0.301 -0.293 0.02 0.14 -0.07
H -4.771 1.102 1.484 0.15 -0.02 -0.05
H -10.147 3.217 -4.631 0.05 0.06 0.15
H 1.662 1.632 1.283 -0.08 0.09 0.05
H -2.793 2.730 -4.630 -0.08 -0.16 -0.11
H -8.506 2.581 -4.448 0.06 0.10 -0.12
H 0.985 0.220 2.083 -0.09 -0.05 -0.06
H 2.466 -2.051 0.581 -0.29 -0.97 -0.78
H 4.803 -1.588 -2.997 -0.97 -0.87 0.35
```
Positions in Å, forces in eV/Å.

Entry from OMol25: a cluster of 4 separate species, C22H44N2O6 in total at a distorted geometry (ωB97M-V/def2-TZVPD).

As for the total energy: -1425.3765 Ha. The calculation puts the frontier orbital gap at 3.69 eV. The multiplicity is 1. The total charge is -2. The calculation puts the relative energy (zero: lowest compared OMol25 entry of this formula, charge and spin) at 49.56 kcal/mol.

The geometry in XYZ format:
```
74
Properties=species:S:1:pos:R:3:forces:R:3
O -2.863 -1.890 4.740 -0.03 -0.28 -0.30
O -0.237 9.592 2.097 -1.80 2.09 1.12
O 1.413 8.395 1.429 1.78 0.21 0.86
O 3.953 1.784 -3.790 0.08 -0.11 -0.38
O -1.088 4.645 0.446 0.78 -1.71 1.75
O -3.102 5.245 0.838 -1.63 -0.45 1.87
N 4.112 0.465 -3.440 1.21 -2.58 2.33
N -3.388 -1.851 3.416 -1.19 -1.26 -1.07
C 6.694 0.377 -3.454 -1.02 1.76 1.90
C -3.271 -3.015 1.143 -0.21 -1.76 -0.45
C -2.644 -2.865 2.539 0.75 0.32 0.38
C 2.386 -0.387 -5.105 -0.13 -0.08 1.02
C 1.618 9.498 3.565 -0.60 0.78 1.60
C 5.506 -1.605 -3.648 -0.97 -1.46 2.06
C -4.886 -2.015 3.454 -1.79 1.50 -1.12
C 5.385 -0.149 -3.977 -0.46 0.29 -2.08
C -1.233 -2.333 2.220 0.65 -0.78 1.30
C 2.874 -0.346 -3.563 -1.35 0.05 -0.78
C 3.055 -1.846 -3.137 0.07 2.24 -1.24
C 4.256 -2.440 -3.833 0.08 -0.53 -0.47
C -5.382 -2.073 1.935 -1.26 4.27 2.78
C -5.631 -0.792 4.194 1.60 0.81 -1.41
C -2.414 -4.323 3.184 -1.10 1.50 -0.30
C 0.897 9.165 2.286 0.06 -2.67 -2.59
C -5.588 -3.153 4.168 2.44 -0.92 1.67
C -2.139 4.494 1.140 0.35 1.58 -4.89
C -2.357 3.325 2.073 0.31 0.18 0.71
C -4.785 -2.978 1.037 1.27 -2.47 -1.38
C 1.699 0.179 -2.579 1.19 -0.52 -1.52
C 5.441 0.008 -5.526 -0.48 -0.34 0.03
H -5.142 -0.489 5.120 0.07 -0.71 0.29
H 0.854 9.727 4.308 -0.40 0.32 -0.02
H 6.742 1.460 -3.569 0.37 0.04 -0.27
H 1.535 1.257 -2.585 0.42 -0.08 0.29
H -5.256 -1.052 1.573 0.12 0.27 -0.09
H -3.019 -4.038 0.861 0.10 -0.44 0.14
H 7.585 -0.140 -3.813 -0.29 0.07 -0.15
H -1.093 -1.264 2.061 -0.40 -0.08 -0.09
H -0.794 -2.910 1.406 -0.28 0.18 -0.40
H -2.190 -1.208 4.667 0.11 0.25 0.34
H 4.919 0.875 -5.929 0.17 0.29 0.16
H -1.550 2.593 2.054 0.22 0.20 0.04
H -5.205 -3.951 1.287 0.29 -0.60 -0.07
H 0.752 -0.258 -2.894 0.03 -0.18 -0.18
H -6.436 -3.585 3.637 0.18 0.03 0.28
H -2.399 3.842 3.031 -0.11 -0.53 0.52
H 2.856 -1.117 -5.764 0.57 -0.04 0.39
H -5.557 0.141 3.637 -0.13 -0.02 -0.48
H 2.527 0.577 -5.593 -0.48 0.08 0.06
H 1.935 -0.270 -1.615 -0.07 0.72 0.22
H 2.139 10.446 3.431 0.54 -0.12 0.03
H 4.083 -2.517 -4.906 -0.40 -0.61 0.05
H -1.789 -4.859 2.470 -0.26 -0.27 0.10
H -6.684 -0.999 4.384 0.15 -0.19 -0.15
H -4.794 -3.846 4.444 -0.41 -0.99 -0.40
H 4.331 -3.407 -3.335 0.63 -0.43 -0.66
H 6.467 -2.004 -3.974 -0.34 -0.20 -0.94
H 2.179 8.748 4.122 0.66 -0.24 -0.89
H 6.483 0.096 -5.835 -0.15 -0.30 -0.29
H -3.292 2.792 1.900 -0.17 0.32 -0.11
H -3.413 -4.735 3.324 0.17 -0.60 -0.41
H -0.609 -2.679 3.044 0.34 0.59 0.36
H 5.629 -1.785 -2.580 0.33 0.98 0.62
H -2.706 -2.563 0.328 -0.39 1.27 0.40
H 2.147 -2.290 -3.545 -0.06 -0.38 0.41
H 3.940 1.697 -4.746 -0.25 0.98 -0.62
H 3.060 -1.908 -2.049 0.29 -0.22 -0.06
H -6.462 -2.220 1.938 -0.16 0.07 0.31
H 6.547 0.222 -2.385 0.79 0.10 0.33
H -1.958 -4.366 4.173 0.20 0.55 -0.11
H 4.903 -0.827 -5.975 0.52 -0.12 -0.33
H -5.110 -2.809 0.010 0.07 0.18 -0.08
H -5.786 -2.764 5.168 -0.90 -0.38 -0.04
H 1.351 -0.725 -5.143 -0.27 0.60 0.11
```
Positions in Å, forces in eV/Å.